(1)
Below is a single C7H14O3 molecule in a non-equilibrium geometry, with properties calculated with ωB97M-V with the def2-TZVPD basis set.

Geometry as XYZ:
```
24
Properties=species:S:1:pos:R:3:forces:R:3:nbo_charge:R:1
O -1.367 -0.477 0.728 2.323 0.775 -1.053 -0.5417
O 1.028 -0.323 0.965 0.172 -0.471 0.206 -0.5416
O 0.155 -1.083 -0.985 -0.450 0.717 0.309 -0.5419
C -1.439 -1.796 1.199 0.164 -1.117 -0.578 -0.2569
C -0.069 -0.162 0.113 -1.187 0.143 -0.257 0.7890
C 1.919 -1.294 0.416 0.739 -0.759 0.493 -0.0929
C -1.146 1.536 -1.448 -0.561 -0.336 0.521 -0.6146
C -0.080 1.330 -0.339 -0.734 -0.091 -1.111 -0.2538
C 1.547 -1.339 -1.054 0.096 0.086 0.349 -0.0986
C -0.307 2.333 0.794 0.817 -1.208 0.714 -0.6088
H 2.086 -0.548 -1.598 -0.246 -0.061 0.009 0.1676
H -1.157 2.551 -1.867 0.336 -0.198 0.139 0.2070
H 0.909 1.480 -0.826 -0.405 -0.047 0.487 0.2004
H -1.370 -2.541 0.380 -0.124 0.445 0.223 0.1753
H -0.187 3.350 0.467 0.034 0.408 -0.308 0.2101
H -1.302 2.196 1.198 -0.280 0.045 0.066 0.2164
H 1.771 -2.299 -1.549 -0.417 0.307 0.273 0.2036
H -0.956 0.809 -2.242 -0.230 0.184 -0.049 0.2192
H 1.778 -2.272 0.941 0.013 0.635 -0.487 0.1748
H -2.177 1.372 -1.043 0.851 -0.049 -0.268 0.2145
H -2.384 -1.948 1.703 -0.221 0.243 0.087 0.1936
H 2.978 -0.992 0.540 -0.648 0.084 0.219 0.1919
H 0.408 2.149 1.619 -0.308 0.158 -0.360 0.2178
H -0.638 -2.032 1.887 0.268 0.108 0.376 0.1695
```
Forces are in eV/Å.

Output
* gap between HOMO and LUMO: 11.0699 eV
* E_LUMO: 0.033 Ha
* ΔE to the lowest compared entry with this formula, charge and spin: 31.6 kcal/mol
* total charge: 0
* SMILES string: COC1(C(C)C)OCCO1
* HOMO: -0.3736 Ha
* E_tot: -500.81285 hartree

(2)
Below is a single C5H6O2 molecule, with properties calculated with ωB97M-V with the def2-TZVPD basis set.

Geometry as XYZ:
```
13
Properties=species:S:1:pos:R:3:forces:R:3:nbo_charge:R:1
O 0.813 -0.987 -0.887 -0.129 0.083 -0.176 -0.4983
O 0.948 2.095 0.776 -0.072 -0.615 -0.235 -0.5116
C -0.898 0.677 0.359 -0.216 -0.075 0.000 -0.2859
C -0.098 -0.332 -1.586 0.233 -0.391 0.121 0.0924
C -1.453 -0.481 0.742 0.032 0.084 0.013 -0.3639
C 0.563 1.010 0.402 0.167 0.383 0.329 0.5387
C 1.533 -0.093 -0.029 0.149 0.092 0.126 -0.1817
H -1.513 1.519 0.066 -0.014 0.011 0.162 0.2399
H -2.531 -0.586 0.801 0.125 0.027 -0.017 0.2144
H -0.780 -1.133 -1.957 0.154 0.092 -0.106 0.1108
H 2.403 0.346 -0.528 -0.240 -0.071 0.005 0.2274
H 1.871 -0.684 0.836 -0.090 0.207 -0.227 0.2172
H -0.857 -1.351 1.006 -0.100 0.172 0.005 0.2006
```
Forces are in eV/Å.

Output
* gap between HOMO and LUMO: 8.8782 eV
* E_LUMO: 0.008 Ha
* ΔE to the lowest compared entry with this formula, charge and spin: 99.8 kcal/mol
* total charge: 0
* HOMO: -0.3186 Ha
* E_tot: -344.44284 hartree